Molecular formula: C12H18I2LaO4RhS
Method: DFT, ωB97M-V with the def2-TZVPD basis set

Geometry as ORCA input:
```
! wB97M-V def2-TZVPD RIJCOSX def2/J DEFGRID3
* xyz 4 5
I 0.512 1.423 -1.639
I -3.221 1.178 1.159
La -0.734 -0.648 0.537
Rh 1.839 0.584 0.794
S -1.959 -0.719 -1.974
C 2.738 -0.557 -0.368
C 2.457 -0.273 2.324
C -1.197 -2.034 -2.970
C -2.409 -2.674 -3.660
C -0.520 -3.087 -2.096
C -0.204 -1.519 -4.018
C -0.052 -1.203 3.216
C -0.230 -3.070 1.875
O 2.860 -0.850 3.250
O 3.255 -1.186 -1.194
O 0.186 -1.605 4.273
O -0.134 -4.038 2.487
H -2.081 -3.549 -4.228
H -2.887 -1.943 -4.319
H -3.155 -2.950 -2.905
H -0.259 -3.956 -2.714
H -1.199 -3.412 -1.292
H 0.396 -2.705 -1.629
H 0.005 -2.347 -4.712
H 0.730 -1.159 -3.563
H -0.641 -0.681 -4.573
C -0.631 4.028 2.022
C 0.616 3.222 1.682
C 1.762 3.635 2.593
C 0.353 1.727 1.848
H -0.932 3.844 3.058
H -1.468 3.740 1.383
H -0.453 5.099 1.898
H 0.887 3.416 0.635
H 1.473 3.531 3.647
H 2.659 3.030 2.433
H 2.033 4.681 2.416
H 0.273 1.452 2.903
H -0.672 1.574 1.419
*
```

Output
* <S²>: 6.03
* HOMO-LUMO gap (spin up / spin down): 0.2941 / 0.1692 hartree

Results of the natural (NBO) charge analysis, in e, for atoms 1 through 4:
1. I 0.503
2. I 0.404
3. La 1.374
4. Rh 0.056


Molecular formula: C7H13Cl4MgO6
Method: DFT, ωB97M-V with the def2-TZVPD basis set

Geometry as ORCA input:
```
! wB97M-V def2-TZVPD RIJCOSX def2/J DEFGRID3
* xyz 0 2
Mg -29.694 13.787 7.147
Cl -28.105 12.800 8.812
C -26.148 13.739 11.978
Cl -24.731 14.821 11.910
Cl -27.100 14.086 13.492
Cl -25.756 12.030 12.075
H -26.724 13.886 11.064
C -26.686 16.555 8.516
O -26.856 16.954 7.129
C -27.602 16.259 6.298
O -28.485 15.477 6.591
O -27.390 16.725 5.047
C -28.109 16.154 3.838
H -25.640 16.535 8.823
H -26.959 15.502 8.574
H -27.339 17.245 9.050
H -28.399 15.112 3.974
H -27.489 16.103 2.942
H -29.024 16.726 3.683
C -29.938 15.076 11.416
O -30.116 16.200 10.598
C -30.487 16.088 9.323
O -30.448 15.024 8.691
O -30.877 17.253 8.961
C -31.304 17.527 7.600
H -29.186 14.354 11.100
H -30.886 14.549 11.525
H -29.598 15.351 12.415
H -32.327 17.176 7.466
H -30.682 17.170 6.779
H -31.467 18.596 7.462
*
```

Output
* <S²>: 0.75
* HOMO-LUMO gap (spin up / spin down): 0.2062 / 0.3401 hartree

Results of the natural (NBO) charge analysis, in e, for atoms 1 through 4:
1. Mg 0.931
2. Cl -0.914
3. C -0.267
4. Cl 0.000


| no. | largest force on an atom (eV/A) |
| --- | --- |
| 1 | 6.93 |
| 2 | 3.15 |